Model A:
Density functional theory data (the ωB97M-V functional and the def2-TZVPD basis) for a 2-piece molecular cluster, C2H8OS overall.

CARTESIAN COORDINATES (ANGSTROEM)
1 C 1.205 -0.488 2.489
2 O 1.637 0.181 1.359
3 H 0.046 -0.593 2.317
4 H 1.583 -1.572 2.582
5 H 1.409 0.221 3.259
6 H 2.002 -0.469 0.657
7 C -1.791 0.464 -1.947
8 S -0.432 -0.034 -3.106
9 H -1.840 1.544 -2.037
10 H -1.451 0.127 -1.042
11 H -2.794 0.070 -2.099
12 H 0.427 0.549 -2.432

Properties
orbital gap	9.77	eV
HOMO level	-9.08	eV

=====

Model B:
Density functional theory data (the ωB97M-V functional and the def2-TZVPD basis) for a 2-piece molecular cluster, C2H8OS overall.

CARTESIAN COORDINATES (ANGSTROEM)
1 C -0.771 0.308 -0.835
2 C 0.637 0.903 -0.515
3 O 1.632 0.501 -1.445
4 H -1.160 0.873 -1.756
5 H -1.423 0.539 -0.032
6 H -0.661 -0.831 -0.967
7 H 0.742 2.015 -0.390
8 H 0.879 0.352 0.342
9 H 1.190 0.119 -2.219
10 S 0.259 -1.644 2.763
11 H -0.499 -1.989 1.701
12 H -0.824 -1.146 3.353

Properties
orbital gap	10.62	eV
HOMO level	-9.85	eV

=====

Stability check: which of them is least stable? model A.